# C11H19N2O

A gas-phase ion, C11H19N2O (charge +1) at a distorted geometry (ωB97M-V/def2-TZVPD, the OMol25 dataset).

Results
SMILES string: CC[N+](CC)(CC)n1ccccc1=O
LUMO level (eV): -3.1
ΔE to the lowest compared entry with this formula, charge and spin (kJ/mol): 412.3
Orbital gap (eV): 9.040
2S+1: 1
Total charge: +1

CARTESIAN COORDINATES (ANGSTROEM)
C -0.11273 2.34391 -1.05520
C -0.94387 1.62633 -0.02704
N -0.65173 0.11594 0.16742
C -0.91390 -0.26908 1.58051
C -0.57417 -1.72277 2.02907
C -1.45535 -0.66670 -0.81191
C -2.96523 -0.70536 -0.62516
N 0.79361 -0.11080 -0.16321
C 1.20826 -1.01330 -1.01324
C 2.52917 -1.24071 -1.27525
C 3.55543 -0.49918 -0.61417
C 3.13204 0.51293 0.23854
C 1.75555 0.72257 0.54891
O 1.40904 1.46230 1.44280
H -0.15023 2.09949 -2.15448
H -0.37132 3.43585 -1.07454
H 0.91538 2.49778 -0.66053
H -1.95368 1.63847 -0.36192
H -0.87870 2.33442 0.85027
H -0.17213 0.38464 2.11343
H -1.93017 0.15517 1.83511
H -1.15420 -2.50875 1.59620
H 0.54272 -1.95505 1.98320
H -0.76889 -1.71263 3.20418
H -1.36150 -0.06668 -1.76093
H -1.20635 -1.75956 -0.95275
H -3.13896 -0.80570 0.49187
H -3.37526 0.30248 -1.01613
H -3.41461 -1.51324 -1.11648
H 0.52772 -1.48647 -1.58747
H 2.76590 -2.04362 -1.93800
H 4.55426 -0.64686 -0.77068
H 3.80389 1.09418 0.89757

Löwdin population analysis, charges in e, atoms 1 to 8:
1 C -0.07
2 C -0.13
3 N -0.14
4 C -0.17
5 C -0.04
6 C -0.19
7 C -0.05
8 N 0.08